(1)
The following is a quantum chemistry calculation of 10 unconnected molecules or ions with the total composition H19O10 at a distorted geometry, from the OMol25 dataset.

Last column: Löwdin charge in e.
Cartesian coordinates (Å):
O -0.4016 0.5489 -0.5846  -0.44
H 0.0304 -0.1542 0.0815  0.07
O 1.4463 0.9099 3.3164  -0.14
H 1.5321 0.5770 2.3526  0.02
H 0.5389 1.3660 3.4123  0.07
O 2.0487 1.1134 0.3674  -0.04
H 2.1558 2.0727 0.0796  0.11
H 1.2982 0.9079 -0.0592  -0.10
O -0.3923 -2.7849 1.7078  -0.05
H -0.3556 -3.7753 1.5954  0.09
H 0.3691 -2.5441 1.2395  -0.04
O 0.0284 2.5862 -2.2399  -0.10
H 0.2575 2.0673 -3.0143  0.02
H -0.2527 1.8070 -1.6789  -0.02
O -2.1874 -1.5480 -0.1464  -0.12
H -1.4792 -0.8721 -0.0932  -0.03
H -1.7289 -2.2836 0.3910  0.03
O -2.4643 0.7076 -2.2053  -0.09
H -1.8078 0.7767 -1.4906  -0.04
H -2.4602 -0.2428 -2.4108  0.03
O -1.1750 2.7056 1.0137  0.02
H -0.9125 2.0689 0.5233  -0.14
H -2.1291 2.6738 0.9509  0.05
O 0.1093 -1.2996 -2.4127  -0.17
H 0.8000 -1.8162 -1.8615  0.04
H -0.1110 -0.5353 -1.7398  -0.02
O 2.3392 -1.8428 1.3462  -0.01
H 2.3320 -0.9445 1.0232  0.00
H 2.5716 -2.2455 0.5363  0.02

- E_tot (Eh) = -763.8061
- E_LUMO (eV) = 2.609
- total charge = -1
- HOMO level (eV) = -6.72
- largest force on an atom (Eh/bohr) = 0.1886

=====

(2)
The following is a quantum chemistry calculation of a molecular structure, C27H45BCaN7SeSi3 at a distorted geometry, from the OMol25 dataset.

Last column: Löwdin charge in e.
Cartesian coordinates (Å):
Ca 1.5055 0.1150 -0.1262  1.10
B 1.5796 3.1856 -1.8216  -0.40
N 1.2920 3.3678 -0.2853  -0.09
C 0.9904 4.4919 0.3864  -0.10
C 0.9077 4.1951 1.7408  -0.08
C 1.1814 2.8222 1.8130  -0.17
N 1.4163 2.3146 0.5905  -0.08
N 0.5477 2.1778 -2.4741  -0.08
C -0.0382 2.3031 -3.6776  -0.11
C -0.7175 1.1273 -3.9665  -0.08
C -0.4823 0.3139 -2.8540  -0.20
N 0.2799 0.9354 -1.9430  -0.10
H 2.7081 2.7333 -1.9483  0.06
H 1.4364 4.2662 -2.3656  0.06
H 0.8627 5.4267 -0.1461  0.11
H 0.6783 4.8731 2.5539  0.08
H 1.2179 2.1680 2.6775  0.10
H 0.0801 3.2153 -4.2489  0.11
H -1.2834 0.8931 -4.8563  0.08
H -0.7976 -0.7086 -2.6821  0.10
C -2.8435 -0.5295 4.2069  -0.09
C -1.8856 -1.6568 4.2867  -0.10
C -0.8755 -1.7478 3.4298  -0.05
C -0.6870 -0.7464 2.3641  -0.26
C -1.8818 0.1487 1.9910  -0.25
C -2.8319 0.2935 3.1688  -0.08
N 0.5110 -0.5942 1.8772  -0.08
N 1.4116 -1.4031 2.5268  -0.02
C 2.7405 -1.2642 2.2349  -0.37
C 3.6327 -1.9616 3.0995  -0.04
C 4.9797 -1.9039 2.8877  -0.10
C 5.4998 -1.1499 1.8139  -0.10
C 4.6009 -0.4998 1.0260  -0.16
N 3.2508 -0.5311 1.2094  -0.07
H -3.5746 -0.3888 4.9986  0.10
H -1.9954 -2.3959 5.0730  0.10
H -0.1277 -2.5208 3.5177  0.10
H -1.4777 1.1441 1.8031  0.10
H -3.5502 1.1096 3.1273  0.07
H 3.1974 -2.5241 3.9191  0.10
H 5.6517 -2.4376 3.5546  0.10
H 6.5576 -1.0904 1.6047  0.09
H 4.9486 0.0784 0.1772  0.09
C -5.1880 1.4275 1.5721  -0.19
Si -3.9278 1.0837 0.2486  0.44
C -2.9892 2.6453 -0.0471  -0.16
C -4.9413 0.7518 -1.2643  -0.19
C -2.6908 -0.2589 0.6790  -0.32
Si -3.2201 -2.0524 0.5228  0.44
C -4.2625 -2.3384 -0.9923  -0.20
C -1.7368 -3.1442 0.2750  -0.16
C -4.2620 -2.6606 1.9241  -0.17
H -6.0184 1.9624 1.0870  0.04
H -4.7894 2.0706 2.3695  0.03
H -5.5924 0.5108 2.0390  0.04
H -3.6619 3.5120 0.0503  0.04
H -2.5617 2.6460 -1.0611  0.04
H -2.1538 2.7839 0.6628  0.03
H -5.3971 1.7131 -1.5634  0.04
H -5.7525 0.0320 -1.0739  0.03
H -4.3366 0.3889 -2.1040  0.03
H -1.9669 -0.1574 -0.1378  0.07
H -3.8627 -1.8448 -1.8939  0.03
H -5.3030 -2.0120 -0.8558  0.02
H -4.2662 -3.4272 -1.1760  0.04
H -1.5130 -3.2177 -0.8010  0.04
H -1.9477 -4.1588 0.6458  0.04
H -0.8299 -2.7905 0.7783  0.02
H -5.0172 -1.9111 2.2135  0.03
H -3.6665 -2.9063 2.8144  0.02
H -4.7834 -3.5699 1.5848  0.04
C 5.8527 -2.1349 -2.6204  -0.26
Si 4.3914 -1.0692 -3.0820  -0.07
C 4.8804 0.7020 -2.6759  -0.24
C 4.2609 -1.1278 -4.9385  -0.26
Se 2.5495 -1.8383 -2.1214  0.12
H 6.7811 -1.7987 -3.1249  0.03
H 5.6542 -3.1837 -2.8989  0.02
H 6.0083 -2.1012 -1.5268  0.01
H 5.9752 0.7766 -2.5531  0.03
H 4.4077 1.0840 -1.7658  -0.02
H 4.5771 1.3753 -3.4903  0.03
H 5.1929 -0.7629 -5.4101  0.03
H 3.4249 -0.4898 -5.2678  0.02
H 4.0658 -2.1547 -5.2851  0.02

- E_tot (Eh) = -5411.7990
- E_LUMO (eV) = 2.466
- total charge = -1
- HOMO level (eV) = -4.23
- largest force on an atom (Eh/bohr) = 0.0384

=====

(3)
The following is a quantum chemistry calculation of 2 unconnected molecules or ions with the total composition C5H12NO at a distorted geometry, from the OMol25 dataset.

Last column: Löwdin charge in e.
Cartesian coordinates (Å):
C 2.4176 0.6630 -0.1384  0.09
C 1.4732 -0.2127 -0.4655  -0.15
C -1.7518 -0.5571 -0.5253  -0.06
C -0.8138 1.5294 0.2677  -0.07
C 0.8235 -0.8965 0.6243  -0.24
N -0.9292 0.0708 0.5646  -0.13
O 0.3771 -2.0752 0.5010  0.10
H 2.9001 1.0178 -1.0462  0.08
H 2.8314 0.9744 0.8915  0.13
H 1.1427 -0.5579 -1.4648  0.14
H -2.7113 -0.1294 -0.6059  0.08
H -1.3612 -0.5740 -1.5879  0.12
H -1.8779 -1.6421 -0.3701  0.09
H -0.3962 1.7067 -0.7601  0.10
H -1.9002 1.9772 0.2460  0.13
H -0.2848 2.0985 1.0561  0.10
H 1.0771 -0.7755 1.7327  0.19
H -1.4329 -0.0911 1.4246  0.15
H 0.4167 -2.5264 -0.3441  0.15

- E_tot (Eh) = -327.3703
- E_LUMO (eV) = -3.790
- total charge = +1
- HOMO level (eV) = -14.64
- largest force on an atom (Eh/bohr) = 0.0678

=====

(4)
The following is a quantum chemistry calculation of 2 unconnected molecules or ions with the total composition C7H11NO at a distorted geometry, from the OMol25 dataset.

Last column: Löwdin charge in e.
Cartesian coordinates (Å):
C -0.8312 0.7721 1.3367  -0.06
C -1.7151 -0.2186 1.6423  -0.13
N -1.3675 -1.3321 0.9462  0.07
C -0.2198 -1.1134 0.2576  -0.28
C 0.1468 0.2339 0.3842  -0.21
C 1.4011 0.8591 -0.0027  -0.15
C 2.0641 0.6454 -1.1380  0.01
C 0.5433 -2.1656 -0.4575  -0.03
H -0.7161 1.7252 1.8287  0.10
H -2.4987 -0.1201 2.3713  0.11
H -1.8037 -2.2321 0.9969  0.15
H 1.6801 1.6101 0.7314  0.11
H 1.8043 -0.0702 -1.8927  0.05
H 2.9416 1.2604 -1.3093  0.05
H 0.6394 -2.2755 -1.5357  0.08
H 0.4979 -3.1021 0.1021  0.08
H 1.6018 -1.8537 -0.3023  0.08
H -1.5359 2.9101 -0.7442  0.02
H -1.0768 1.8195 -1.5426  0.01
O -1.5557 2.6475 -1.6725  -0.06

- E_tot (Eh) = -403.2816
- E_LUMO (eV) = 0.826
- total charge = 0
- HOMO level (eV) = -8.09
- largest force on an atom (Eh/bohr) = 0.0501

=====

(5)
The following is a quantum chemistry calculation of a single C6H9P molecule at a distorted geometry, from the OMol25 dataset.

Last column: Löwdin charge in e.
Cartesian coordinates (Å):
C 0.6236 0.9538 0.6192  -0.16
C 0.3773 -0.4039 1.1328  -0.43
C 0.2131 1.1287 -0.6289  -0.06
C -0.3259 -1.0351 -0.0799  -0.03
C -0.4174 -0.1365 -1.1237  -0.26
C -0.7145 -0.2174 -2.5644  -0.07
P 0.2638 -0.7914 3.2439  0.78
H 1.1289 1.7090 1.0533  0.06
H 1.3606 -0.7887 1.1141  0.06
H 0.3147 2.0944 -1.1177  0.11
H -0.6271 -2.0010 0.0569  0.06
H 0.0398 -0.4887 -3.2590  0.07
H -1.2166 0.6934 -2.9420  0.09
H -1.5511 -0.8893 -2.6667  0.07
H -0.8023 0.1324 3.7753  -0.12
H 1.3331 0.0404 3.3866  -0.18

- E_tot (Eh) = -575.2563
- E_LUMO (eV) = 0.592
- total charge = 0
- HOMO level (eV) = -8.41
- largest force on an atom (Eh/bohr) = 0.0667

=====

(6)
The following is a quantum chemistry calculation of a single C4H7NO molecule, from the OMol25 dataset.

Last column: Löwdin charge in e.
Cartesian coordinates (Å):
C -1.0823 -0.7030 -0.0041  -0.18
O 0.1137 -1.4103 -0.3073  -0.10
C 1.2718 -0.7640 0.0041  -0.23
C 1.3575 0.2366 0.8721  0.01
N -0.6031 1.4359 -1.2303  0.11
C -1.0195 0.8124 -0.2116  -0.27
H -1.4167 -0.9260 1.0171  0.12
H -1.8314 -1.0977 -0.6987  0.13
H 0.5554 0.4100 1.5735  0.06
H 2.0990 -1.1325 -0.5931  0.12
H 2.1700 0.9457 0.8715  0.07
H -0.2058 0.7822 -1.9119  0.06
H -1.4085 1.4107 0.6187  0.11

- E_tot (Eh) = -286.5304
- E_LUMO (eV) = 1.015
- total charge = 0
- HOMO level (eV) = -9.05
- largest force on an atom (Eh/bohr) = 0.0118

=====

(7)
The following is a quantum chemistry calculation of 7 unconnected molecules or ions with the total composition C5H24FN11O5 at a distorted geometry, from the OMol25 dataset.

Last column: Löwdin charge in e.
Cartesian coordinates (Å):
N -11.6414 2.4985 24.0001  0.35
H -11.0451 2.5674 24.8124  0.14
H -12.0327 1.5749 23.8818  0.09
H -11.0842 2.5717 23.1610  0.13
H -12.3881 3.1784 23.9858  0.14
F -12.4273 -0.5728 22.5231  -0.86
C -13.5654 6.9376 26.9288  -0.76
O -12.9970 5.8498 26.9072  0.01
N -14.0695 7.5272 28.0462  0.14
N -13.7243 7.7204 25.9349  0.16
H -14.0298 7.0250 28.9216  0.11
H -14.6982 8.3171 28.0755  0.10
H -13.5304 7.3092 25.0330  0.13
H -14.0435 8.6579 26.1333  0.12
C -15.3392 3.6817 21.0709  -0.79
O -14.7399 4.1043 22.0032  0.05
N -16.2892 2.7552 21.2184  0.14
N -15.4216 4.1384 19.8336  0.15
H -16.6641 2.3352 20.3798  0.10
H -16.3409 2.4812 22.1891  0.12
H -14.8249 4.9228 19.6128  0.12
H -16.1804 3.7497 19.2921  0.10
C -11.7433 -0.1798 27.8419  -0.81
O -11.2692 -0.3051 28.9705  0.01
N -11.1597 -0.8236 26.9141  0.16
N -12.7643 0.5214 27.4381  0.17
H -11.4517 -0.7671 25.9489  0.11
H -10.4922 -1.5126 27.2299  0.13
H -13.3346 0.9554 28.1498  0.12
H -13.1503 0.1766 26.5708  0.11
C -10.8432 2.9492 19.4814  -0.70
O -10.3784 3.3843 20.5431  -0.01
N -11.5750 1.8323 19.4250  0.17
N -10.6051 3.4203 18.2278  0.13
H -11.7489 1.2356 20.2211  0.11
H -11.8375 1.6907 18.4601  0.09
H -9.8441 4.0763 18.1250  0.11
H -10.9359 2.9414 17.4024  0.10
C -7.9260 4.0008 27.3205  -0.84
O -8.5008 3.2572 26.6509  0.09
N -8.4662 5.0406 27.8887  0.17
N -6.6293 3.9144 27.5686  0.15
H -9.3853 5.4175 27.7064  0.12
H -7.7535 5.5754 28.3642  0.10
H -6.0774 3.4639 26.8526  0.12
H -6.2558 4.8098 27.8494  0.09

- E_tot (Eh) = -1283.3346
- E_LUMO (eV) = 0.218
- total charge = 0
- HOMO level (eV) = -7.49
- largest force on an atom (Eh/bohr) = 0.1393

=====

Question: The highest total charge belongs to which entry?
Answer: C5H12NO

=====

What did the fourth record say?
The following is a quantum chemistry calculation of 2 unconnected molecules or ions with the total composition C7H11NO at a distorted geometry, from the OMol25 dataset.

Last column: Löwdin charge in e.
Cartesian coordinates (Å):
C -0.8312 0.7721 1.3367  -0.06
C -1.7151 -0.2186 1.6423  -0.13
N -1.3675 -1.3321 0.9462  0.07
C -0.2198 -1.1134 0.2576  -0.28
C 0.1468 0.2339 0.3842  -0.21
C 1.4011 0.8591 -0.0027  -0.15
C 2.0641 0.6454 -1.1380  0.01
C 0.5433 -2.1656 -0.4575  -0.03
H -0.7161 1.7252 1.8287  0.10
H -2.4987 -0.1201 2.3713  0.11
H -1.8037 -2.2321 0.9969  0.15
H 1.6801 1.6101 0.7314  0.11
H 1.8043 -0.0702 -1.8927  0.05
H 2.9416 1.2604 -1.3093  0.05
H 0.6394 -2.2755 -1.5357  0.08
H 0.4979 -3.1021 0.1021  0.08
H 1.6018 -1.8537 -0.3023  0.08
H -1.5359 2.9101 -0.7442  0.02
H -1.0768 1.8195 -1.5426  0.01
O -1.5557 2.6475 -1.6725  -0.06

- E_tot (Eh) = -403.2816
- E_LUMO (eV) = 0.826
- total charge = 0
- HOMO level (eV) = -8.09
- largest force on an atom (Eh/bohr) = 0.0501